[1]
C36H40As2NOPd | ωB97M-V with the def2-TZVPD basis set

Summary:
Highest occupied orbital energy, eV: -3.3
Relative energy (zero: lowest compared OMol25 entry of this formula, charge and spin), kJ/mol: 80.7
E_tot, Eh: -6125.12846
Charge: -1
LUMO level, hartree: 0.09243

Last column: Löwdin charge in e.
Cartesian coordinates (Å):
Pd (-3.640, -11.739, 15.495)  0.175
C (-0.277, -15.697, 15.766)  -0.079
N (-1.480, -14.872, 15.938)  -0.283
C (-1.358, -14.087, 17.116)  -0.136
C (-1.862, -14.082, 14.778)  -0.228
C (-1.191, -12.784, 14.268)  -0.283
C (0.108, -12.838, 13.729)  -0.091
C (0.724, -11.672, 13.361)  -0.148
C (0.102, -10.417, 13.548)  -0.117
C (-1.248, -10.413, 13.955)  -0.142
C (-1.918, -11.616, 14.332)  -0.256
H (0.589, -15.094, 16.080)  0.086
H (-0.261, -15.924, 14.694)  0.082
H (-0.383, -16.613, 16.270)  0.059
H (-0.521, -13.337, 17.008)  0.102
H (-1.140, -14.700, 18.045)  0.097
H (-2.190, -13.450, 17.326)  0.021
H (-2.891, -13.805, 14.876)  0.022
H (-1.791, -14.827, 13.947)  0.116
H (0.656, -13.775, 13.584)  0.095
H (1.715, -11.661, 12.901)  0.084
H (0.684, -9.589, 13.248)  0.062
H (-1.769, -9.476, 14.028)  0.054
C (-5.390, -11.965, 18.660)  -0.423
C (-4.787, -13.374, 18.831)  -0.447
As (-5.950, -14.889, 18.143)  1.330
C (-5.223, -16.186, 19.432)  -0.391
C (-3.846, -16.382, 19.763)  -0.080
C (-3.507, -17.347, 20.715)  -0.093
C (-4.524, -18.094, 21.355)  -0.093
C (-5.875, -17.919, 20.986)  -0.070
C (-6.177, -16.978, 19.995)  -0.150
C (-7.493, -14.493, 19.304)  -0.400
C (-7.353, -13.829, 20.551)  -0.100
C (-8.399, -13.757, 21.456)  -0.084
C (-9.573, -14.428, 21.166)  -0.105
C (-9.692, -15.130, 19.991)  -0.111
C (-8.681, -15.169, 19.059)  -0.158
As (-5.473, -11.481, 16.708)  1.127
C (-7.208, -12.041, 16.146)  -0.401
C (-8.297, -11.426, 16.724)  -0.117
C (-9.575, -11.854, 16.392)  -0.091
C (-9.729, -12.950, 15.547)  -0.121
C (-8.641, -13.517, 14.906)  -0.103
C (-7.365, -13.042, 15.171)  -0.124
C (-5.865, -9.569, 17.062)  -0.356
C (-6.307, -9.164, 18.301)  -0.153
C (-6.625, -7.838, 18.607)  -0.093
C (-6.506, -6.896, 17.587)  -0.103
C (-6.011, -7.286, 16.329)  -0.110
C (-5.691, -8.588, 16.053)  -0.105
H (-4.715, -11.245, 19.101)  0.064
H (-6.371, -11.853, 19.102)  0.028
H (-4.508, -13.570, 19.860)  0.053
H (-3.864, -13.372, 18.234)  0.007
H (-3.125, -15.805, 19.174)  0.088
H (-2.480, -17.583, 20.949)  0.090
H (-4.249, -18.845, 22.077)  0.083
H (-6.672, -18.509, 21.371)  0.085
H (-7.208, -16.900, 19.763)  0.069
H (-6.428, -13.309, 20.787)  0.090
H (-8.250, -13.231, 22.409)  0.107
H (-10.394, -14.473, 21.841)  0.088
H (-10.663, -15.514, 19.730)  0.097
H (-8.884, -15.696, 18.128)  0.105
H (-8.191, -10.617, 17.412)  0.082
H (-10.493, -11.339, 16.802)  0.115
H (-10.711, -13.334, 15.352)  0.086
H (-8.806, -14.345, 14.144)  0.122
H (-6.492, -13.358, 14.595)  0.068
H (-6.484, -9.832, 19.148)  0.087
H (-7.094, -7.611, 19.517)  0.078
H (-6.871, -5.856, 17.741)  0.101
H (-5.965, -6.523, 15.547)  0.098
H (-5.224, -8.892, 15.134)  0.079
C (-4.594, -15.643, 14.105)  -0.206
O (-4.046, -16.263, 15.227)  -0.153
H (-5.002, -14.676, 14.365)  0.025
H (-5.374, -16.232, 13.658)  0.068
H (-3.846, -15.342, 13.322)  0.083
H (-3.180, -15.894, 15.520)  0.047

=====

[2]
C36H40Cl3N6P2RuSi | ωB97M-V with the def2-TZVPD basis set

Summary:
2S+1: 5
Highest occupied orbital energy (spin up / spin down), eV: -15.9 / -16.4
Relative energy (zero: lowest compared OMol25 entry of this formula, charge and spin), kJ/mol: 0.0
E_tot, Eh: -4171.33663
Charge: +3
LUMO level (spin up / spin down), hartree: -0.27031 / -0.38666

Last column: Löwdin charge in e.
Cartesian coordinates (Å):
Ru (0.431, 1.304, 0.049)  0.747
C (-2.704, 5.942, 0.161)  -0.001
N (-2.467, 4.571, -0.310)  -0.114
C (-3.258, 4.056, -1.432)  0.001
C (-1.500, 3.804, 0.198)  -0.499
N (-1.222, 2.608, -0.239)  -0.041
N (-0.793, 4.348, 1.257)  0.175
C (0.202, 3.784, 2.022)  -0.460
N (0.658, 4.579, 2.996)  0.214
N (0.633, 2.567, 1.825)  0.022
H (-3.494, 6.380, -0.438)  0.105
H (-1.818, 6.569, 0.031)  0.106
H (-3.036, 5.960, 1.201)  0.107
H (-4.089, 4.730, -1.608)  0.104
H (-3.678, 3.076, -1.197)  0.100
H (-2.660, 3.996, -2.343)  0.108
H (-1.798, 2.342, -1.027)  0.051
H (-1.034, 5.297, 1.491)  0.127
H (0.310, 5.511, 3.150)  0.134
H (1.434, 4.291, 3.569)  0.135
H (1.314, 2.288, 2.522)  0.077
C (-0.343, -1.997, 1.565)  -0.249
N (0.660, -2.613, 0.707)  -0.090
C (1.946, -1.942, 0.627)  -0.228
P (2.066, -0.385, -0.412)  0.932
C (3.746, 0.039, 0.085)  -0.415
C (3.962, 1.138, 0.916)  -0.137
C (5.241, 1.445, 1.353)  -0.050
C (6.311, 0.656, 0.955)  -0.030
C (6.105, -0.440, 0.125)  -0.032
C (4.825, -0.754, -0.309)  -0.081
C (2.125, -1.035, -2.099)  -0.393
C (3.092, -0.586, -2.998)  -0.130
C (3.127, -1.092, -4.289)  -0.035
C (2.200, -2.042, -4.694)  -0.033
C (1.229, -2.487, -3.808)  -0.048
C (1.187, -1.984, -2.516)  -0.109
C (0.484, -3.878, 0.234)  -0.195
C (-0.823, -4.296, -0.148)  0.024
C (-1.016, -5.571, -0.601)  -0.008
C (0.064, -6.468, -0.660)  0.028
C (1.354, -6.066, -0.288)  -0.009
C (1.579, -4.784, 0.140)  0.040
P (-1.056, -0.380, 0.987)  0.999
C (-2.059, 0.065, 2.430)  -0.368
C (-2.758, 1.274, 2.383)  -0.101
C (-3.608, 1.635, 3.415)  -0.049
C (-3.766, 0.798, 4.513)  -0.036
C (-3.076, -0.403, 4.570)  -0.041
C (-2.226, -0.773, 3.536)  -0.081
C (-2.218, -0.921, -0.290)  -0.386
C (-1.880, -0.768, -1.636)  -0.134
C (-2.720, -1.255, -2.631)  -0.048
C (-3.904, -1.889, -2.281)  -0.038
C (-4.253, -2.035, -0.941)  -0.044
C (-3.417, -1.552, 0.054)  -0.084
H (0.116, -1.824, 2.541)  0.116
H (-1.177, -2.677, 1.692)  0.099
H (2.683, -2.590, 0.171)  0.087
H (2.284, -1.645, 1.621)  0.121
H (3.132, 1.775, 1.191)  0.060
H (5.411, 2.303, 1.990)  0.119
H (7.314, 0.900, 1.283)  0.126
H (6.943, -1.049, -0.189)  0.124
H (4.678, -1.602, -0.971)  0.116
H (3.829, 0.144, -2.695)  0.065
H (3.887, -0.747, -4.977)  0.126
H (2.236, -2.437, -5.702)  0.125
H (0.504, -3.227, -4.122)  0.118
H (0.405, -2.322, -1.851)  0.076
H (-1.647, -3.591, -0.132)  0.105
H (-2.000, -5.886, -0.921)  0.132
H (-0.104, -7.486, -0.989)  0.135
H (2.173, -6.772, -0.316)  0.134
H (2.565, -4.501, 0.479)  0.125
H (-2.648, 1.919, 1.525)  0.072
H (-4.156, 2.568, 3.364)  0.116
H (-4.430, 1.079, 5.321)  0.125
H (-3.204, -1.063, 5.418)  0.124
H (-1.717, -1.723, 3.623)  0.097
H (-0.961, -0.271, -1.921)  0.034
H (-2.450, -1.138, -3.674)  0.121
H (-4.565, -2.263, -3.054)  0.124
H (-5.182, -2.522, -0.674)  0.123
H (-3.703, -1.652, 1.095)  0.117
Cl (3.425, 2.714, -2.080)  0.382
Si (1.420, 2.602, -1.804)  -0.739
Cl (0.496, 1.763, -3.434)  0.320
Cl (0.835, 4.561, -1.683)  0.340

=====

[3]
C36H40ClF5N8O2PPbS2 | ωB97M-V with the def2-TZVPD basis set

Summary:
Highest occupied orbital energy, eV: -15.8
Relative energy (zero: lowest compared OMol25 entry of this formula, charge and spin), kJ/mol: 387.0
E_tot, Eh: -4273.48047
Charge: +3
LUMO level, hartree: -0.28720

Last column: Löwdin charge in e.
Cartesian coordinates (Å):
Pb (0.472, -0.371, 0.056)  1.133
Cl (2.471, -0.629, 2.136)  0.629
C (2.709, 0.915, 2.940)  -0.605
C (3.706, 0.966, 3.899)  -0.084
C (3.924, 2.150, 4.583)  -0.027
C (3.151, 3.267, 4.300)  -0.028
C (2.167, 3.200, 3.330)  -0.062
C (1.923, 2.019, 2.624)  -0.359
P (0.551, 2.013, 1.405)  0.970
C (0.877, 3.434, 0.334)  -0.372
C (-0.190, 4.103, -0.266)  -0.106
C (0.065, 5.114, -1.179)  -0.048
C (1.373, 5.451, -1.501)  -0.044
C (2.434, 4.785, -0.903)  -0.058
C (2.191, 3.773, 0.013)  -0.111
C (-0.885, 2.381, 2.449)  -0.366
C (-1.165, 3.679, 2.868)  -0.079
C (-2.159, 3.897, 3.809)  -0.035
C (-2.880, 2.829, 4.323)  -0.040
C (-2.623, 1.538, 3.883)  -0.064
C (-1.625, 1.311, 2.950)  -0.107
H (4.299, 0.088, 4.112)  0.117
H (4.697, 2.196, 5.338)  0.128
H (3.309, 4.193, 4.836)  0.126
H (1.573, 4.077, 3.111)  0.113
H (-1.206, 3.839, -0.005)  0.091
H (-0.759, 5.649, -1.634)  0.119
H (1.566, 6.250, -2.205)  0.121
H (3.453, 5.059, -1.145)  0.119
H (3.018, 3.274, 0.503)  0.093
H (-0.623, 4.520, 2.454)  0.110
H (-2.365, 4.904, 4.146)  0.123
H (-3.650, 3.004, 5.061)  0.122
H (-3.203, 0.712, 4.274)  0.107
H (-1.415, 0.303, 2.600)  0.073
C (-2.781, -3.685, 4.915)  0.025
C (-3.070, -3.996, 3.500)  -0.273
N (-4.160, -4.492, 3.016)  0.174
N (-3.953, -4.616, 1.693)  0.071
C (-2.752, -4.170, 1.327)  -0.461
S (-2.259, -4.052, -0.342)  1.168
N (-2.164, -3.774, 2.463)  -0.035
N (-0.935, -3.133, 2.580)  0.154
H (-3.661, -3.911, 5.512)  0.109
H (-2.529, -2.631, 5.047)  0.093
H (-1.952, -4.293, 5.282)  0.108
H (-4.683, -5.007, 1.112)  0.189
H (-0.191, -3.736, 2.246)  0.085
H (-0.784, -2.923, 3.560)  0.106
C (-5.496, 1.779, -3.342)  -0.067
C (-4.508, 1.157, -4.326)  -0.398
C (-4.399, -0.355, -4.140)  -0.072
C (-3.124, 1.832, -4.249)  -0.085
N (-2.401, 1.510, -3.023)  -0.069
C (-1.417, 0.629, -2.841)  -0.093
N (-1.087, 0.654, -1.564)  -0.128
N (-1.891, 1.568, -0.979)  -0.010
N (-2.671, 2.080, -1.842)  0.111
H (-6.455, 1.266, -3.397)  0.090
H (-5.670, 2.829, -3.579)  0.089
H (-5.138, 1.716, -2.314)  0.063
H (-4.862, 1.354, -5.340)  0.146
H (-4.188, -0.615, -3.098)  0.073
H (-3.622, -0.783, -4.778)  0.080
H (-5.342, -0.825, -4.414)  0.090
H (-3.246, 2.913, -4.282)  0.139
H (-2.501, 1.510, -5.082)  0.136
H (-0.976, 0.009, -3.603)  0.153
F (2.976, -7.369, -2.026)  0.191
C (2.102, -6.494, -1.590)  -0.114
C (1.539, -5.575, -2.473)  -0.123
F (1.898, -5.570, -3.741)  0.172
C (0.615, -4.656, -2.005)  -0.143
F (0.063, -3.763, -2.829)  0.124
C (0.253, -4.637, -0.666)  -0.237
O (-0.637, -3.691, -0.193)  -0.459
C (0.835, -5.546, 0.205)  -0.125
F (0.490, -5.485, 1.501)  0.108
C (1.758, -6.473, -0.241)  -0.123
F (2.314, -7.316, 0.606)  0.175
C (3.805, 0.361, -3.880)  -0.110
C (3.928, 1.430, -2.808)  -0.358
S (3.678, 0.818, -1.118)  0.976
O (2.281, 0.169, -1.189)  -0.801
C (4.859, -0.590, -1.050)  -0.342
C (4.260, -1.944, -1.394)  -0.113
H (3.699, 0.833, -4.855)  0.094
H (2.924, -0.257, -3.704)  0.072
H (4.688, -0.275, -3.917)  0.080
H (3.174, 2.210, -2.921)  0.089
H (4.912, 1.904, -2.796)  0.107
H (5.222, -0.574, -0.022)  0.083
H (5.695, -0.332, -1.701)  0.102
H (3.263, -2.053, -0.967)  0.047
H (4.897, -2.724, -0.980)  0.094
H (4.194, -2.102, -2.468)  0.076

=====

[4]
C36H40HgNP2Si | ωB97M-V with the def2-TZVPD basis set

Summary:
2S+1: 2
Highest occupied orbital energy (spin up / spin down), eV: -3.3 / -7.4
Relative energy (zero: lowest compared OMol25 entry of this formula, charge and spin), kJ/mol: 41.1
E_tot, Eh: -2576.02384
Charge: 0
LUMO level (spin up / spin down), hartree: 0.01360 / 0.01242

Last column: Löwdin charge in e.
Cartesian coordinates (Å):
Hg (9.882, 11.063, 11.738)  0.700
C (6.659, 4.234, 18.161)  -0.111
C (7.839, 4.962, 18.134)  -0.124
C (8.535, 5.205, 16.955)  -0.056
C (7.970, 4.578, 15.777)  -0.094
C (6.819, 3.834, 15.824)  -0.128
C (6.107, 3.665, 17.004)  -0.094
H (6.227, 4.010, 19.149)  0.104
H (8.308, 5.230, 19.077)  0.099
H (9.436, 5.812, 17.085)  0.095
H (8.555, 4.632, 14.865)  0.090
H (6.476, 3.509, 14.828)  0.106
H (5.134, 3.143, 17.101)  0.109
C (13.369, 12.001, 14.204)  -0.262
P (12.195, 10.700, 13.474)  0.832
C (13.151, 9.254, 12.965)  -0.298
C (11.364, 10.114, 15.018)  -0.433
C (12.059, 9.335, 15.965)  -0.126
C (11.354, 8.750, 17.020)  -0.147
C (10.033, 9.127, 17.195)  -0.120
C (9.405, 9.986, 16.295)  -0.146
C (10.025, 10.471, 15.154)  -0.491
P (9.310, 11.712, 14.078)  0.703
C (9.797, 13.399, 14.596)  -0.282
C (7.503, 11.611, 14.629)  -0.259
H (12.744, 12.736, 14.713)  0.009
H (13.975, 12.613, 13.479)  0.040
H (14.100, 11.645, 14.915)  0.025
H (12.609, 8.553, 12.313)  0.041
H (13.545, 8.722, 13.860)  0.037
H (14.043, 9.574, 12.430)  0.032
H (13.097, 9.216, 15.842)  0.069
H (11.872, 7.980, 17.597)  0.086
H (9.501, 8.766, 18.077)  0.099
H (8.343, 10.219, 16.380)  0.069
H (10.761, 13.708, 14.249)  -0.021
H (9.842, 13.462, 15.720)  0.070
H (9.037, 14.071, 14.234)  0.023
H (7.390, 11.857, 15.695)  0.038
H (7.234, 10.553, 14.515)  0.040
H (6.763, 12.194, 14.056)  0.038
C (11.439, 15.396, 11.872)  -0.080
C (10.480, 14.551, 11.360)  -0.303
N (9.688, 13.863, 10.902)  0.168
H (12.035, 14.868, 12.673)  0.095
H (11.037, 16.337, 12.284)  0.105
H (12.245, 15.559, 11.132)  0.103
C (6.573, 13.481, 7.462)  -0.066
C (7.517, 12.743, 6.676)  -0.053
C (8.476, 12.004, 7.354)  -0.103
C (8.458, 11.910, 8.732)  -0.328
C (7.535, 12.658, 9.502)  -0.155
C (6.599, 13.441, 8.851)  -0.090
Si (9.178, 10.405, 9.466)  0.522
C (8.077, 9.096, 10.137)  -0.368
C (8.521, 8.016, 10.960)  -0.120
C (7.594, 7.064, 11.429)  -0.076
C (6.310, 7.017, 10.878)  -0.095
C (5.966, 7.997, 9.983)  -0.085
C (6.771, 9.137, 9.724)  -0.092
C (10.527, 9.556, 8.483)  -0.299
C (10.450, 8.167, 8.203)  -0.081
C (11.316, 7.573, 7.231)  -0.097
C (12.188, 8.339, 6.484)  -0.117
C (12.363, 9.677, 6.832)  -0.089
C (11.500, 10.288, 7.785)  -0.117
H (5.993, 14.230, 6.945)  0.094
H (7.461, 12.830, 5.633)  0.081
H (9.207, 11.438, 6.806)  0.090
H (7.435, 12.662, 10.559)  0.066
H (5.883, 13.984, 9.427)  0.096
H (9.563, 7.908, 11.180)  0.082
H (7.910, 6.274, 12.109)  0.098
H (5.726, 6.147, 11.167)  0.104
H (5.008, 7.954, 9.506)  0.092
H (6.287, 10.033, 9.307)  0.110
H (9.736, 7.468, 8.733)  0.108
H (11.158, 6.465, 7.163)  0.113
H (12.752, 7.868, 5.640)  0.115
H (13.195, 10.229, 6.361)  0.105
H (11.723, 11.334, 8.051)  0.108